(1)
{"formula": "C31H25N6NaO4PS2", "method": "wB97M-V/def2-TZVPD", "total_charge": -1, "de_lowest_kj_mol": 45.09, "energy_ev": -85064.9302, "lumo_energy_ev": 1.744, "species": ["Na", "N", "C", "C", "C", "C", "C", "C", "P", "C", "C", "C", "C", "C", "C", "C", "C", "C", "C", "C", "C", "H", "H", "H", "H", "H", "H", "H", "H", "H", "H", "H", "H", "H", "H", "H", "H", "O", "C", "O", "C", "C", "C", "N", "C", "C", "C", "O", "O", "H", "H", "H", "N", "C", "N", "C", "C", "S", "C", "C", "S", "C", "N", "N", "H", "H", "H", "H", "H", "H"], "coordinates": [[-0.400, -0.811, -1.561], [2.186, -2.116, 0.617], [2.428, -1.310, 1.795], [3.059, -1.917, 2.868], [3.322, -1.199, 4.025], [2.939, 0.133, 4.107], [2.301, 0.732, 3.034], [2.040, 0.030, 1.863], [1.145, 0.713, 0.412], [2.528, 1.494, -0.506], [2.397, 1.606, -1.888], [3.405, 2.172, -2.654], [4.562, 2.635, -2.044], [4.703, 2.532, -0.668], [3.691, 1.970, 0.093], [0.272, 2.128, 1.158], [0.514, 3.443, 0.791], [-0.259, 4.466, 1.317], [-1.287, 4.182, 2.205], [-1.534, 2.869, 2.584], [-0.745, 1.854, 2.069], [1.234, -1.919, 0.299], [2.777, -1.792, -0.146], [3.330, -2.958, 2.780], [3.810, -1.680, 4.859], [3.120, 0.700, 5.008], [1.975, 1.762, 3.117], [1.486, 1.274, -2.369], [3.277, 2.249, -3.724], [5.349, 3.076, -2.641], [5.602, 2.891, -0.185], [3.813, 1.889, 1.168], [1.287, 3.675, 0.068], [-0.073, 5.486, 1.012], [-1.913, 4.975, 2.583], [-2.377, 2.625, 3.215], [-0.961, 0.832, 2.352], [-5.562, -0.013, 3.454], [-4.909, 0.805, 2.790], [-4.849, 2.041, 2.903], [-3.913, 0.208, 1.787], [-3.316, -1.024, 2.039], [-2.303, -1.465, 1.212], [-1.844, -0.765, 0.172], [-2.499, 0.367, -0.144], [-3.527, 0.876, 0.634], [-2.102, 1.124, -1.440], [-3.025, 1.531, -2.133], [-0.862, 1.233, -1.709], [-3.650, -1.601, 2.890], [-1.795, -2.401, 1.418], [-3.984, 1.822, 0.386], [1.099, -4.726, -0.240], [0.126, -4.627, -1.190], [-0.188, -3.516, -1.771], [-1.193, -3.750, -2.710], [-1.601, -5.036, -2.816], [-0.722, -6.024, -1.714], [-1.754, -2.632, -3.513], [-2.895, -2.687, -4.237], [-3.174, -1.176, -5.002], [-1.728, -0.567, -4.305], [-1.082, -1.423, -3.560], [-1.300, 0.713, -4.512], [1.393, -3.877, 0.245], [1.090, -5.559, 0.328], [-2.340, -5.441, -3.476], [-3.581, -3.502, -4.338], [-2.052, 1.308, -4.845], [-0.958, 1.097, -3.617]], "nbo_charge": [0.856, -0.867, 0.141, -0.217, -0.206, -0.220, -0.189, -0.351, 0.836, -0.249, -0.220, -0.207, -0.215, -0.223, -0.222, -0.365, -0.154, -0.235, -0.206, -0.189, -0.205, 0.379, 0.379, 0.213, 0.208, 0.211, 0.229, 0.235, 0.211, 0.206, 0.208, 0.218, 0.202, 0.203, 0.212, 0.258, 0.221, -0.750, 0.728, -0.756, -0.049, -0.248, 0.007, -0.543, 0.093, -0.211, 0.741, -0.692, -0.862, 0.238, 0.175, 0.250, -0.817, 0.249, -0.530, 0.121, -0.451, 0.359, 0.112, -0.446, 0.399, 0.269, -0.573, -0.814, 0.432, 0.383, 0.236, 0.234, 0.387, 0.440]}

---

(2)
{"formula": "C31H25N6NaO4PS2", "method": "wB97M-V/def2-TZVPD", "total_charge": -1, "de_lowest_kj_mol": 0.00, "energy_ev": -85065.3974, "lumo_energy_ev": 1.704, "species": ["Na", "N", "C", "C", "C", "C", "C", "C", "P", "C", "C", "C", "C", "C", "C", "C", "C", "C", "C", "C", "C", "H", "H", "H", "H", "H", "H", "H", "H", "H", "H", "H", "H", "H", "H", "H", "H", "O", "C", "O", "C", "C", "C", "N", "C", "C", "C", "O", "O", "H", "H", "H", "N", "C", "N", "C", "C", "S", "C", "C", "S", "C", "N", "N", "H", "H", "H", "H", "H", "H"], "coordinates": [[-1.804, -0.323, 0.527], [-0.752, 0.212, -3.214], [0.671, 0.299, -3.385], [1.224, -0.089, -4.598], [2.593, -0.003, -4.802], [3.420, 0.447, -3.785], [2.875, 0.814, -2.562], [1.499, 0.752, -2.346], [0.719, 1.135, -0.728], [0.217, 2.881, -0.934], [-0.654, 3.387, 0.035], [-1.095, 4.700, -0.041], [-0.685, 5.515, -1.088], [0.177, 5.016, -2.055], [0.633, 3.706, -1.976], [2.128, 1.227, 0.420], [2.545, 2.420, 1.009], [3.555, 2.406, 1.962], [4.145, 1.208, 2.339], [3.738, 0.015, 1.757], [2.736, 0.029, 0.799], [-0.940, 0.214, -2.211], [-1.209, 1.043, -3.576], [0.566, -0.459, -5.374], [3.014, -0.305, -5.752], [4.491, 0.502, -3.935], [3.519, 1.143, -1.757], [-0.952, 2.748, 0.861], [-1.763, 5.087, 0.719], [-1.036, 6.537, -1.151], [0.502, 5.652, -2.870], [1.314, 3.323, -2.727], [2.078, 3.358, 0.737], [3.866, 3.335, 2.424], [4.909, 1.193, 3.106], [4.156, -0.925, 2.103], [2.399, -0.907, 0.367], [3.561, -4.806, 2.663], [3.313, -3.631, 2.982], [3.961, -2.813, 3.666], [2.015, -3.052, 2.371], [1.566, -3.512, 1.137], [0.497, -2.877, 0.537], [-0.143, -1.840, 1.084], [0.224, -1.449, 2.312], [1.299, -2.030, 2.977], [-0.544, -0.314, 2.993], [-0.793, -0.458, 4.190], [-0.880, 0.689, 2.266], [2.074, -4.344, 0.669], [0.141, -3.188, -0.442], [1.600, -1.657, 3.945], [-2.726, -2.158, -3.252], [-3.427, -2.484, -2.135], [-3.400, -1.833, -1.010], [-4.289, -2.387, -0.098], [-4.994, -3.452, -0.545], [-4.547, -3.825, -2.167], [-4.402, -1.841, 1.263], [-4.995, -2.468, 2.309], [-4.860, -1.500, 3.731], [-3.996, -0.299, 2.808], [-3.866, -0.604, 1.546], [-3.490, 0.831, 3.373], [-1.985, -1.463, -3.182], [-2.583, -2.876, -3.940], [-5.736, -4.028, -0.022], [-5.452, -3.442, 2.336], [-3.367, 0.752, 4.373], [-2.571, 1.066, 2.964]], "nbo_charge": [0.872, -0.860, 0.151, -0.230, -0.201, -0.227, -0.180, -0.359, 0.791, -0.246, -0.233, -0.202, -0.219, -0.220, -0.236, -0.254, -0.235, -0.220, -0.202, -0.192, -0.231, 0.374, 0.380, 0.211, 0.209, 0.213, 0.231, 0.250, 0.213, 0.208, 0.208, 0.219, 0.209, 0.204, 0.214, 0.266, 0.227, -0.749, 0.736, -0.760, -0.066, -0.248, 0.004, -0.535, 0.091, -0.209, 0.743, -0.696, -0.870, 0.238, 0.176, 0.251, -0.818, 0.272, -0.536, 0.116, -0.445, 0.336, 0.108, -0.442, 0.368, 0.288, -0.573, -0.816, 0.432, 0.389, 0.237, 0.234, 0.393, 0.444]}

---

(3)
{"formula": "C31H26BF3N13S2Tl", "method": "wB97M-V/def2-TZVPD", "total_charge": -1, "multiplicity": 2, "s2": 0.756, "de_lowest_kj_mol": 0.00, "energy_ev": -87138.5171, "lumo_energy_ev": [2.505, 1.592], "species": ["Tl", "C", "C", "N", "N", "C", "B", "N", "C", "C", "C", "N", "N", "C", "C", "C", "N", "N", "C", "C", "C", "N", "H", "H", "H", "H", "H", "H", "H", "H", "H", "H", "H", "H", "N", "C", "S", "N", "N", "C", "C", "C", "C", "C", "C", "C", "C", "C", "C", "C", "C", "N", "H", "H", "H", "H", "H", "H", "H", "H", "H", "H", "H", "F", "C", "F", "F", "C", "C", "C", "C", "N", "C", "S", "H", "H", "H"], "coordinates": [[1.034, 0.226, 0.288], [-0.425, -4.203, -0.714], [-0.881, -2.876, -0.756], [-0.005, -2.080, -1.352], [1.026, -2.875, -1.711], [0.805, -4.148, -1.324], [2.357, -2.330, -2.262], [2.182, -0.934, -2.912], [2.545, -0.550, -4.152], [2.381, 0.815, -4.247], [1.908, 1.194, -2.981], [1.791, 0.137, -2.195], [3.353, -2.236, -1.085], [4.682, -2.447, -0.993], [5.082, -2.105, 0.281], [3.906, -1.671, 0.909], [2.874, -1.756, 0.085], [2.817, -3.295, -3.377], [1.993, -3.914, -4.253], [2.764, -4.473, -5.244], [4.078, -4.125, -4.885], [4.103, -3.412, -3.772], [-0.911, -5.064, -0.290], [-1.793, -2.459, -0.361], [1.538, -4.917, -1.508], [2.904, -1.267, -4.871], [2.579, 1.440, -5.100], [1.638, 2.168, -2.603], [5.230, -2.827, -1.837], [6.075, -2.159, 0.692], [3.757, -1.294, 1.909], [0.926, -3.908, -4.107], [2.430, -5.049, -6.090], [5.003, -4.367, -5.385], [2.653, 3.709, 2.924], [2.011, 3.056, 1.903], [2.999, 2.045, 0.911], [0.723, 3.317, 1.832], [0.110, 2.700, 0.797], [-1.163, 2.833, 0.694], [-1.995, 3.546, 1.702], [-2.679, 4.718, 1.401], [-3.462, 5.343, 2.363], [-3.571, 4.796, 3.632], [-2.882, 3.629, 3.941], [-2.093, 3.012, 2.985], [-1.804, 2.148, -0.456], [-3.158, 2.311, -0.757], [-3.687, 1.643, -1.848], [-2.872, 0.807, -2.595], [-1.546, 0.673, -2.206], [-1.027, 1.333, -1.180], [3.519, 3.302, 3.228], [2.042, 4.087, 3.632], [-2.589, 5.150, 0.411], [-3.985, 6.260, 2.119], [-4.186, 5.279, 4.382], [-2.952, 3.199, 4.933], [-1.530, 2.119, 3.229], [-3.780, 2.943, -0.140], [-4.734, 1.763, -2.101], [-3.249, 0.256, -3.446], [-0.867, 0.000, -2.718], [-2.763, -0.972, 6.051], [-1.716, -0.745, 5.217], [-0.832, -1.721, 5.468], [-1.164, 0.409, 5.636], [-2.159, -0.688, 3.784], [-3.500, -0.839, 3.495], [-3.942, -0.762, 2.183], [-2.987, -0.510, 1.215], [-1.696, -0.356, 1.469], [-1.233, -0.453, 2.731], [0.461, -0.265, 2.990], [-4.202, -1.019, 4.299], [-4.985, -0.880, 1.925], [-3.270, -0.414, 0.170]], "lowdin_spin": [0.273, 0.001, 0.006, 0.025, 0.001, 0.004, 0.004, 0.004, 0.000, 0.001, 0.002, 0.075, 0.002, 0.002, 0.001, 0.003, 0.046, 0.000, 0.000, 0.000, 0.000, 0.000, 0.000, 0.000, 0.000, 0.000, 0.000, 0.000, 0.000, 0.000, 0.000, 0.000, 0.000, 0.000, 0.007, 0.010, 0.116, 0.003, 0.021, 0.019, 0.002, 0.000, 0.000, 0.000, 0.000, 0.001, 0.009, 0.003, 0.003, 0.005, 0.007, 0.053, 0.001, 0.001, 0.000, 0.000, 0.000, 0.000, 0.000, 0.000, 0.000, 0.000, 0.000, 0.000, 0.004, 0.005, 0.005, 0.006, 0.000, -0.001, 0.002, 0.023, 0.015, 0.226, 0.000, 0.000, 0.001]}

---

(4)
{"formula": "C31H26BN8O4PSTc", "method": "wB97M-V/def2-TZVPD", "total_charge": 3, "multiplicity": 3, "s2": 2.017, "energy_ev": -75654.6904, "lumo_energy_ev": [-10.183, -11.626], "species": ["Tc", "C", "C", "N", "N", "C", "B", "N", "C", "C", "C", "N", "N", "C", "C", "C", "N", "N", "C", "C", "C", "N", "H", "H", "H", "H", "H", "H", "H", "H", "H", "H", "H", "H", "O", "S", "O", "O", "C", "C", "C", "C", "C", "C", "P", "C", "C", "C", "C", "C", "C", "C", "C", "C", "C", "C", "C", "H", "H", "H", "H", "H", "H", "H", "H", "H", "H", "H", "H", "H", "H", "O", "C"], "coordinates": [[-0.100, 0.699, -0.537], [3.853, 0.758, 1.079], [2.538, 0.307, 1.071], [1.863, 0.834, 0.046], [2.740, 1.605, -0.634], [3.938, 1.589, -0.018], [2.266, 2.324, -1.909], [1.657, 1.241, -2.855], [1.943, 0.898, -4.120], [1.098, -0.128, -4.506], [0.287, -0.350, -3.406], [0.639, 0.475, -2.408], [1.100, 3.262, -1.506], [0.907, 4.593, -1.563], [-0.321, 4.900, -1.010], [-0.849, 3.676, -0.633], [0.015, 2.697, -0.923], [3.473, 2.957, -2.615], [3.799, 4.144, -3.094], [5.099, 4.041, -3.678], [5.481, 2.693, -3.489], [4.505, 2.052, -2.901], [4.628, 0.521, 1.786], [2.060, -0.354, 1.769], [4.781, 2.146, -0.388], [2.714, 1.386, -4.690], [1.069, -0.621, -5.462], [-0.524, -1.048, -3.284], [1.622, 5.270, -1.989], [-0.762, 5.876, -0.908], [-1.794, 3.461, -0.161], [3.162, 5.010, -3.041], [5.645, 4.808, -4.208], [6.386, 2.188, -3.789], [0.732, 0.811, 3.458], [-0.627, 0.442, 3.358], [-1.671, 1.390, 3.441], [-0.781, -0.202, 1.673], [-0.987, -1.104, 4.132], [-0.821, -1.320, 5.486], [-1.143, -2.577, 5.983], [-1.603, -3.583, 5.140], [-1.759, -3.353, 3.778], [-1.445, -2.099, 3.274], [-1.644, -1.566, 1.578], [-0.737, -2.577, 0.424], [-1.269, -2.907, -0.827], [-0.535, -3.718, -1.678], [0.709, -4.196, -1.283], [1.240, -3.855, -0.042], [0.519, -3.051, 0.821], [-3.349, -1.248, 1.192], [-3.890, 0.020, 1.415], [-5.232, 0.231, 1.148], [-6.023, -0.809, 0.675], [-5.486, -2.076, 0.484], [-4.146, -2.306, 0.742], [-0.447, -0.540, 6.137], [-1.031, -2.772, 7.041], [-1.844, -4.555, 5.548], [-2.118, -4.137, 3.123], [-2.255, -2.558, -1.112], [-0.944, -4.001, -2.639], [1.261, -4.857, -1.937], [2.205, -4.240, 0.260], [0.913, -2.805, 1.801], [-3.282, 0.821, 1.809], [-5.666, 1.207, 1.317], [-7.069, -0.635, 0.465], [-6.112, -2.887, 0.138], [-3.726, -3.295, 0.602], [-2.933, 0.449, -1.733], [-1.921, 0.549, -1.224]], "lowdin_spin": [1.555, 0.021, 0.017, 0.033, 0.000, 0.051, -0.002, 0.001, 0.049, 0.019, 0.020, 0.023, -0.001, 0.041, 0.013, 0.021, 0.013, 0.000, 0.001, 0.000, 0.001, 0.002, 0.000, 0.000, 0.002, 0.002, 0.000, 0.001, 0.002, 0.000, 0.002, 0.000, 0.000, 0.000, 0.000, 0.001, 0.001, 0.013, 0.000, 0.000, 0.000, 0.000, 0.000, 0.000, 0.001, 0.001, 0.002, 0.001, -0.001, 0.001, 0.000, 0.000, 0.000, 0.000, 0.000, 0.000, 0.000, 0.000, 0.000, 0.000, 0.000, 0.000, 0.000, 0.000, 0.000, 0.000, 0.000, 0.000, 0.000, 0.000, 0.000, 0.052, 0.042]}